C46H47AsN2P2S2Sr as an isolated structure. Source: OMol25; level of theory: the ωB97M-V functional and the def2-TZVPD basis.

Results
orbital gap = 8.039 eV
E = -5636.22628 hartree
net charge = 0
highest occupied orbital energy = -7.65 eV
relative energy (zero: lowest compared OMol25 entry of this formula, charge and spin) = 22.7 kJ/mol

Geometry (Å):
Sr -0.74067 1.32978 1.57556
S -0.71332 2.76185 4.09154
C 0.64650 3.48614 3.34699
N 1.16286 3.13649 2.18365
C 2.27227 3.89877 1.85100
C 3.03566 3.74832 0.69346
C 4.10805 4.59730 0.48733
C 4.43221 5.58503 1.42055
C 3.68944 5.73547 2.57865
C 2.60875 4.88572 2.78638
S 1.49729 4.81492 4.11612
H 2.78503 2.97573 -0.02187
H 4.70515 4.49074 -0.40968
H 5.27680 6.23781 1.24159
H 3.94570 6.49585 3.30498
N -1.39345 1.34259 -2.97208
P -2.17741 -0.21302 -2.79708
C -2.78111 -0.33134 -4.52280
C -2.50634 -1.41352 -5.35444
C -3.06042 -1.48392 -6.62650
C -3.89132 -0.47334 -7.08455
C -4.18425 0.60435 -6.25908
C -3.64423 0.66598 -4.98438
C -0.69768 -1.29307 -2.83549
C -0.55882 -2.22148 -1.80903
C 0.57691 -3.02552 -1.74010
C 1.58047 -2.88642 -2.68323
C 1.45904 -1.94126 -3.70005
C 0.32739 -1.15118 -3.77368
P -0.67740 2.03762 -1.61742
C 1.11006 1.67089 -1.78302
C 1.98229 2.38330 -2.60500
C 3.32136 2.03198 -2.67129
C 3.80430 0.96808 -1.91535
C 2.94385 0.24630 -1.10368
C 1.60183 0.59893 -1.04206
C -0.69651 3.82760 -1.95244
C -0.06890 4.63283 -1.00058
C -0.00662 6.00654 -1.16220
C -0.58959 6.59787 -2.27611
C -1.23160 5.80967 -3.21810
C -1.28484 4.42994 -3.05822
H -1.58869 1.88406 -3.79987
H -1.85261 -2.20518 -5.01206
H -2.83649 -2.33115 -7.26255
H -4.31717 -0.52833 -8.07808
H -4.84507 1.38983 -6.60365
H -3.91053 1.49386 -4.33441
H -1.32697 -2.28449 -1.04609
H 0.67335 -3.75257 -0.94372
H 2.46676 -3.50684 -2.62814
H 2.25289 -1.82191 -4.42713
H 0.23824 -0.40424 -4.55547
H 1.61654 3.22550 -3.18094
H 3.99518 2.59267 -3.30742
H 4.85306 0.70328 -1.96255
H 3.31055 -0.59040 -0.52260
H 0.92675 -0.00913 -0.44241
H 0.39245 4.18548 -0.12530
H 0.49460 6.61153 -0.41732
H -0.54863 7.67162 -2.40480
H -1.69505 6.26579 -4.08359
H -1.80145 3.84559 -3.80939
C -3.35464 -3.91887 0.06227
C -3.77288 -2.99312 1.21107
C -5.24981 -2.61354 1.03650
C -3.58984 -3.72818 2.54572
C -2.94737 -1.76973 1.20722
C -2.25967 -0.75657 1.22859
H -3.96824 -4.82389 0.06565
H -2.30829 -4.21878 0.16042
H -3.48032 -3.42040 -0.90084
H -5.87561 -3.51037 1.03861
H -5.39805 -2.08498 0.09385
H -5.57423 -1.95894 1.84619
H -4.20251 -4.63362 2.56864
H -3.88530 -3.08859 3.37913
H -2.54614 -4.01531 2.69146
C -0.69596 -1.57306 4.29592
As 0.62093 -1.23741 2.89836
C 0.58530 -2.96601 2.00705
C 2.29781 -1.39276 3.94169
C 2.37997 -2.58080 4.84560
C 2.87402 -3.79901 4.38220
C 2.91741 -4.91287 5.20795
C 2.46701 -4.82729 6.51771
C 1.97986 -3.61812 6.99387
C 1.93770 -2.50689 6.16531
H -0.47804 -2.50151 4.82305
H -1.66659 -1.63454 3.80595
H -0.69910 -0.74163 5.00128
H 0.58481 -3.77471 2.73711
H 1.45267 -3.06229 1.35325
H -0.32693 -2.98752 1.41155
H 2.37813 -0.46155 4.50384
H 3.10439 -1.40331 3.20705
H 3.23457 -3.87227 3.36199
H 3.30798 -5.84883 4.82824
H 2.50071 -5.69484 7.16405
H 1.63264 -3.53787 8.01634
H 1.55717 -1.56530 6.54533

Atomic forces in eV per Å
-0.15 -0.13 -0.16
-0.10 0.04 0.15
0.23 0.03 -0.23
-0.21 -0.17 0.01
-0.03 -0.02 0.03
0.01 0.05 0.04
-0.03 -0.03 0.01
0.03 0.01 -0.01
-0.03 -0.02 0.01
0.08 0.03 -0.07
-0.06 -0.02 0.06
0.01 0.00 0.00
0.00 0.00 0.01
-0.01 -0.01 -0.01
0.00 0.00 0.00
-0.47 0.01 0.30
0.12 0.09 0.00
-0.03 0.00 -0.01
-0.01 0.00 -0.02
0.00 0.00 0.02
-0.01 0.01 -0.01
0.00 -0.01 -0.01
0.01 0.01 0.01
0.02 -0.01 -0.01
0.00 0.01 -0.03
-0.04 0.02 0.01
0.02 0.01 -0.02
0.02 -0.01 0.01
-0.02 0.03 -0.02
0.07 0.10 0.00
0.03 0.05 -0.04
0.04 -0.02 0.03
0.01 -0.01 0.00
0.02 0.01 -0.02
-0.02 0.00 0.00
0.03 -0.03 0.00
-0.01 -0.01 -0.02
0.03 0.04 0.02
-0.01 -0.03 -0.01
-0.01 0.01 -0.01
0.01 0.01 0.01
-0.03 0.02 0.00
0.31 -0.09 -0.16
0.00 0.00 0.00
0.00 0.01 0.01
0.00 0.00 0.00
0.01 -0.01 0.00
0.01 -0.01 0.00
-0.01 -0.02 0.02
0.00 0.00 0.00
-0.01 0.00 0.00
-0.01 0.00 0.01
0.00 -0.01 0.01
-0.01 0.00 0.00
-0.01 -0.01 0.01
-0.01 0.01 0.00
-0.01 0.00 0.00
-0.01 0.00 0.01
0.00 -0.01 -0.01
-0.01 -0.01 0.00
0.00 0.00 0.00
0.01 0.00 0.01
0.00 -0.02 0.01
0.01 -0.02 -0.02
-0.05 0.03 0.02
0.00 0.00 0.00
0.00 -0.01 0.01
0.07 -0.03 0.01
0.16 0.13 0.00
0.01 0.01 -0.01
-0.01 0.01 0.01
0.00 0.00 0.01
0.01 0.01 0.00
0.00 -0.01 0.01
0.00 0.00 0.00
0.01 0.01 0.00
0.00 -0.01 -0.01
-0.01 0.01 -0.01
0.00 0.01 -0.01
0.01 -0.02 0.16
0.02 0.01 -0.01
0.02 0.02 -0.01
-0.01 -0.02 -0.02
0.01 -0.01 0.00
0.00 0.00 0.00
0.00 0.00 0.00
0.00 0.00 0.01
0.00 0.01 0.00
0.02 0.00 -0.02
0.00 0.01 0.00
0.00 0.00 -0.01
0.00 -0.01 -0.01
-0.01 -0.01 -0.01
-0.01 -0.02 0.01
0.01 0.01 0.01
0.02 0.02 -0.01
0.00 0.00 0.01
0.00 0.01 0.00
0.00 0.01 0.00
0.00 0.00 -0.01
0.01 -0.01 0.00


A 6-piece molecular cluster, C46H47Br2N4O24 overall in a non-equilibrium geometry. Source: OMol25; level of theory: the ωB97M-V functional and the def2-TZVPD basis.

Results
orbital gap = 6.127 eV
E = -8953.46166 hartree
net charge = +1
highest occupied orbital energy = -10.55 eV

Geometry (Å):
C -5.23942 4.73468 0.81890
C -4.34190 3.48203 0.65984
C -3.08719 3.72108 -0.16920
C -1.86500 4.31916 0.56886
C -2.20024 5.32696 1.68807
C -0.90616 3.28403 1.07281
C 0.08620 2.71262 0.37684
N 0.80959 1.82960 1.18579
C 1.92270 1.06191 0.80332
Br 3.66862 1.70888 1.18517
C 1.74023 -0.10140 0.17486
C 0.34795 -0.58360 -0.13376
Br 3.18424 -1.16325 -0.36245
C 0.24212 1.86672 2.40280
O 0.70217 1.14038 3.39313
C 0.90755 1.87590 4.64754
C 2.18180 2.65036 4.65978
N 2.15392 3.74602 3.70199
C 1.46832 4.92532 4.21973
C 1.61905 6.10632 3.26141
C 1.57076 5.75197 1.78331
O 0.58083 7.04516 3.54066
N -0.79701 2.70590 2.36348
O -1.59254 2.94499 3.43661
N -2.77837 1.93762 3.34308
O -2.57221 1.03392 3.98698
H -5.51800 4.82394 1.86539
H -4.66719 5.63321 0.61197
H -6.11637 4.68780 0.18931
H -4.94224 2.76181 0.10693
H -4.14702 3.02731 1.62149
H -2.77386 2.75221 -0.56342
H -3.32101 4.31718 -1.04619
H -1.29940 4.87530 -0.17491
H -2.98838 4.99624 2.35272
H -2.42912 6.29077 1.24716
H -1.31570 5.46623 2.30856
H 0.35587 2.84967 -0.65285
H -0.22268 -0.57915 0.79099
H -0.13078 0.12314 -0.81069
H 0.34505 -1.56730 -0.58235
H 0.04953 2.48481 4.90147
H 0.96641 1.10558 5.40777
H 2.42164 2.98326 5.67253
H 2.98652 1.97349 4.37355
H 3.08961 4.02188 3.43667
H 1.88740 5.25004 5.17667
H 0.40250 4.74529 4.35709
H 2.56472 6.61605 3.46516
H 2.32391 5.03694 1.47279
H 0.57110 5.45007 1.48427
H 1.78565 6.66964 1.23158
H 0.36642 7.49464 2.72084
C 5.07510 -5.18075 -3.67458
C 4.53126 -6.31652 -4.14225
C 3.06913 -6.62312 -3.96126
O 2.64432 -7.66442 -4.43718
C 2.24508 -5.67810 -3.23606
C 2.79221 -4.54754 -2.76837
C 4.24824 -4.22329 -2.97188
O 4.65758 -3.16709 -2.52219
O 2.10910 -3.63113 -2.09724
O 5.23187 -7.23494 -4.78100
H 6.12305 -4.94780 -3.79721
H 1.20012 -5.91995 -3.09895
H 2.75291 -2.91250 -1.90040
H 4.61631 -7.96424 -4.99422
C 1.31402 1.54364 -6.12924
C 2.32788 0.79527 -5.66718
C 2.56722 0.60917 -4.19344
O 3.48803 -0.10086 -3.84630
C 1.68145 1.29190 -3.26079
C 0.67752 2.03730 -3.72855
C 0.42180 2.20011 -5.19712
O -0.53375 2.88080 -5.52624
O -0.17739 2.69070 -2.93784
O 3.17870 0.16922 -6.46353
H 1.12903 1.68084 -7.18520
H 1.87363 1.16642 -2.20436
H -0.80133 3.13915 -3.54419
H 3.80832 -0.29993 -5.88293
C -2.93318 0.46735 -5.72266
C -4.13096 0.41956 -6.32573
C -5.16130 -0.61366 -5.95185
O -6.23006 -0.58492 -6.52611
C -4.81863 -1.58913 -4.92692
C -3.62041 -1.53669 -4.33221
C -2.60496 -0.48858 -4.68903
O -1.54062 -0.49121 -4.08639
O -3.24251 -2.39697 -3.39098
O -4.49187 1.26333 -7.27705
H -2.18108 1.20096 -5.97692
H -5.55795 -2.33687 -4.67725
H -2.33804 -2.13600 -3.13696
H -5.39919 1.01037 -7.53755
C 1.19160 -11.58402 -2.05165
C 1.95045 -10.58774 -2.53582
C 3.41886 -10.79469 -2.83345
O 4.06381 -9.86435 -3.27970
C 3.99855 -12.09845 -2.56203
C 3.23351 -13.08619 -2.07834
C 1.76946 -12.89051 -1.80295
O 1.13931 -13.84115 -1.37929
O 3.70362 -14.29568 -1.80850
O 1.45024 -9.38320 -2.77342
H 0.14111 -11.45337 -1.83451
H 5.05230 -12.22935 -2.76316
H 2.94436 -14.81231 -1.47562
H 2.15586 -8.80246 -3.15177
C -1.21936 2.92281 8.99751
C -2.41838 2.93898 9.60283
C -3.59064 3.68318 9.01901
O -4.64775 3.63596 9.61124
C -3.39025 4.41986 7.77916
C -2.19231 4.40458 7.18394
C -1.03122 3.63731 7.75490
O 0.02371 3.65276 7.13671
O -1.94218 5.06005 6.05196
O -2.65514 2.30893 10.73846
H -0.37252 2.38951 9.40564
H -4.23196 4.96597 7.37704
H -1.00371 4.89315 5.84673
H -3.59253 2.47724 10.95833

Atomic forces in eV per Å
0.89 -0.26 0.68
-0.84 0.47 -0.76
0.32 -0.73 0.32
-0.52 0.38 0.61
0.57 -0.14 -0.17
0.11 -0.40 -0.01
0.48 -0.20 -0.40
-1.13 0.85 0.41
1.17 -0.62 -0.13
-0.54 0.26 0.09
-0.33 0.08 0.05
0.22 0.27 0.05
0.00 0.31 0.13
1.34 -0.65 0.08
-0.46 0.75 -0.07
-0.14 -0.41 1.22
0.94 0.10 -0.69
-0.53 0.07 0.10
0.29 0.59 -0.25
-0.13 0.21 -0.43
0.19 0.63 -0.05
-0.12 -0.34 0.35
-0.40 0.38 -0.31
0.97 0.67 -0.08
-0.89 -0.77 -0.23
0.03 -0.01 0.21
-0.45 0.07 0.03
-0.10 0.20 -0.27
-0.16 0.10 -0.08
0.05 -0.29 0.05
0.27 -0.03 0.16
0.14 -0.02 -0.16
-0.12 0.29 0.00
0.25 -0.07 -0.11
-0.23 0.01 -0.06
-0.31 0.11 0.06
-0.03 0.16 0.11
0.01 0.06 -0.16
-0.20 -0.24 0.08
-0.09 -0.06 -0.19
0.00 -0.15 0.00
-0.13 0.06 -0.29
-0.05 -0.25 -0.03
-0.33 -0.03 0.24
0.08 -0.07 -0.08
0.14 -0.21 -0.02
-0.18 -0.14 0.27
-0.09 -0.23 -0.10
0.22 -0.18 0.02
-0.05 -0.29 0.02
0.04 -0.35 0.03
0.03 0.07 -0.10
-0.01 0.22 -0.01
0.00 0.18 0.06
0.35 0.10 -0.03
-0.27 0.20 0.06
0.26 0.31 -0.16
-0.07 -0.15 -0.01
-0.33 -0.18 -0.02
0.43 -0.21 -0.19
-0.19 0.10 0.17
0.26 0.14 -0.09
-0.29 -0.03 -0.04
0.01 -0.04 -0.02
0.00 0.02 0.00
-0.24 -0.19 -0.10
0.07 -0.10 0.09
-0.13 0.09 -0.01
-0.16 0.10 -0.31
-0.17 0.12 0.31
0.12 -0.11 -0.14
0.12 -0.06 0.05
0.05 -0.08 0.36
0.17 -0.17 -0.43
-0.11 0.10 0.22
-0.03 0.04 -0.13
0.06 -0.06 0.23
0.03 -0.02 -0.01
0.03 0.01 0.02
-0.03 -0.01 -0.05
0.04 -0.03 -0.02
0.22 0.02 0.08
0.27 0.16 -0.01
-0.04 -0.34 0.26
0.01 0.18 -0.15
-0.11 0.03 -0.06
-0.27 -0.21 0.00
0.06 0.31 -0.27
-0.02 -0.13 0.18
0.15 0.13 0.03
-0.18 -0.14 0.04
-0.08 0.06 -0.06
0.01 -0.01 0.01
0.05 -0.01 -0.01
-0.03 0.02 -0.03
0.00 -0.11 0.03
-0.29 -0.01 0.10
0.18 -0.26 0.06
-0.11 0.20 0.03
0.02 0.12 -0.06
0.36 0.02 -0.09
-0.33 0.29 -0.01
0.16 -0.17 0.03
-0.20 -0.02 0.05
0.53 0.09 0.05
-0.01 0.03 -0.02
0.00 -0.02 0.00
-0.02 -0.03 0.00
-0.45 -0.47 -0.05
0.14 0.00 -0.12
0.32 -0.14 0.08
-0.08 0.27 -0.34
0.02 -0.14 0.20
-0.14 -0.06 0.06
-0.25 0.19 -0.07
0.10 -0.22 0.38
-0.10 0.09 -0.29
0.12 -0.19 0.03
-0.21 0.09 -0.07
-0.02 -0.01 0.04
0.01 0.02 -0.01
0.06 0.11 0.01
-0.02 -0.02 0.04